1.
57
Properties=species:S:1:pos:R:3 method="wB97M-V/def2-TZVPD" smiles="CCN(CC)CCNC(=O)c1ccc2c(c1NCCO)C(=O)c1ccccc1C2=O" total_charge=0 orbital_gap_ev=6.686 lumo_ev=-1.45 largest_force_ev_per_a=0.9
C 0.0280 -1.1769 -5.8141
C 1.0573 -0.0389 -5.7851
N 1.2685 0.6409 -4.5239
C 1.9778 -0.1128 -3.5057
C 3.4325 -0.3710 -3.8926
C 0.1772 1.4483 -4.0447
C -0.9497 0.7504 -3.2423
N -0.6005 0.5312 -1.8598
C -0.4295 -0.6999 -1.3309
O -0.5688 -1.7285 -1.9641
C 0.0398 -0.6788 0.0932
C 1.2145 -1.3480 0.3696
C 1.7870 -1.2742 1.6302
C 1.1733 -0.5477 2.6368
C -0.0580 0.1028 2.4064
C -0.6346 0.0411 1.1070
N -1.7824 0.7212 0.8169
C -2.9286 0.1144 0.1742
C -3.8195 -0.5901 1.2187
O -4.3591 0.2872 2.1659
C -0.7719 0.7335 3.5114
O -1.8508 1.3230 3.3768
C -0.1796 0.6211 4.8573
C -0.8834 1.1415 5.9422
C -0.3533 1.0854 7.2172
C 0.8958 0.5179 7.4263
C 1.6069 0.0045 6.3579
C 1.0770 0.0452 5.0710
C 1.8511 -0.5227 3.9530
O 2.9746 -0.9660 4.1045
H 0.1457 -1.7460 -6.7332
H 0.1713 -1.8522 -4.9744
H -0.9881 -0.7905 -5.7859
H 0.7675 0.7224 -6.5171
H 2.0261 -0.4336 -6.0962
H 1.9707 0.4965 -2.5975
H 1.4903 -1.0706 -3.2712
H 3.5130 -1.1278 -4.6678
H 3.9828 -0.7208 -3.0226
H 3.8895 0.5478 -4.2510
H -0.2768 1.9291 -4.9142
H 0.5980 2.2382 -3.4086
H -1.1737 -0.2300 -3.6608
H -1.8483 1.3750 -3.2848
H -0.4524 1.3407 -1.2782
H 1.6948 -1.9042 -0.4213
H 2.7194 -1.7712 1.8494
H -2.0796 1.3058 1.5996
H -2.6178 -0.6178 -0.5697
H -3.5022 0.9080 -0.3116
H -4.6710 -1.0456 0.7082
H -3.2341 -1.3859 1.7044
H -3.6475 0.6688 2.7053
H -1.8502 1.5874 5.7611
H -0.9121 1.4860 8.0497
H 1.3118 0.4770 8.4218
H 2.5813 -0.4408 6.4937

---

2.
13
Properties=species:S:1:pos:R:3 method="wB97M-V/def2-TZVPD" total_charge=+1 orbital_gap_ev=8.443 lumo_ev=-5.21 largest_force_ev_per_a=5.0
C 1.9261 -0.6134 -1.8557
C 1.8961 -0.1325 -0.4620
C 0.7819 -0.7722 -0.8583
N -1.9130 1.1603 1.6419
O -1.4743 -1.0199 0.2926
P -0.4970 -1.9171 -0.4797
H 1.7660 -0.0119 -2.6697
H 2.7123 -1.4242 -2.1621
H 2.3928 0.3573 0.2690
H -2.6752 1.5675 1.1068
H -1.0327 1.6302 1.7115
H -1.6517 0.2866 0.8836
H -2.2312 0.8891 2.5820

---

3.
21
Properties=species:S:1:pos:R:3 method="wB97M-V/def2-TZVPD" smiles=CN(C)[Si](Cl)(Cl)N(C)C total_charge=0 orbital_gap_ev=8.564 lumo_ev=0.66 largest_force_ev_per_a=5.2
C -2.0857 -1.0558 0.0749
N -0.9233 -0.9510 1.0096
C -1.1100 -0.2417 2.2415
Si 0.5966 -1.4157 0.3843
Cl 1.9506 -1.5960 1.8478
Cl 0.4165 -2.9188 -0.8230
N 1.3459 0.0336 -1.0894
C 2.5624 0.6686 -0.6340
C 0.4237 1.0920 -1.4733
H -2.2967 -0.0678 -0.3925
H -1.7631 -1.6429 -0.8428
H -3.0546 -1.2494 0.5126
H -2.0814 -0.6168 2.4620
H -0.3871 -0.5577 2.8688
H -0.9585 0.8308 2.1725
H 3.1980 -0.1473 -0.4515
H 2.8875 1.3486 -1.3656
H 2.5472 1.1869 0.3627
H -0.5635 0.7363 -1.8734
H 0.1767 1.8199 -0.7098
H 0.8481 1.6137 -2.3036

---

4.
15
Properties=species:S:1:pos:R:3 method="wB97M-V/def2-TZVPD" multiplicity=2 total_charge=0 orbital_gap_ev="2.709 / 7.526" lumo_ev="0.05 / -0.05" largest_force_ev_per_a=4.7 s2=0.7530
C 1.0252 -1.0534 0.7407
C 1.3218 -2.3422 0.7333
N 0.1242 -0.5025 -0.2809
H 1.2224 -0.2789 1.5048
H 2.1559 -2.7012 1.3172
H 0.9301 -3.1139 0.1149
H -0.2485 -1.2376 -0.9292
H -0.6651 0.0868 0.0528
H 0.6981 0.1181 -0.8904
H -0.1978 2.6536 -1.5201
H -0.1654 1.3710 -2.3688
O 0.2502 1.7956 -1.5927
H -1.6449 2.0630 1.6180
H -2.8646 1.6116 0.6248
O -1.9416 1.5301 0.8756

---

5.
32
Properties=species:S:1:pos:R:3 method="wB97M-V/def2-TZVPD" total_charge=0 orbital_gap_ev=5.485 lumo_ev=-2.33 largest_force_ev_per_a=1.1
O 1.5536 -1.4062 3.0218
S 2.2142 -1.7101 1.8044
O 2.5931 -3.0406 1.5067
F 3.4535 -0.8139 1.6566
C 1.1454 -1.1369 0.4973
C 0.7060 -2.0501 -0.4418
C -0.0958 -1.6196 -1.4560
N -0.4745 -0.3325 -1.5314
Br -1.5466 0.0941 -2.9883
C -0.0990 0.6001 -0.6229
C -0.5597 2.0166 -0.7187
C -1.4873 2.3809 0.4736
S -3.2443 2.3322 0.0230
C -3.7067 0.8478 0.8138
N -3.8699 0.5928 2.0595
N -4.2260 -0.7464 2.1385
C -4.2589 -1.1830 0.9369
O -3.9364 -0.2400 0.0244
C 0.7449 0.1900 0.4048
Cl 1.3127 1.3559 1.5141
H 1.0106 -3.0844 -0.3785
H -0.4391 -2.3028 -2.2163
H -1.1412 2.1889 -1.6173
H 0.2951 2.6912 -0.7578
H -1.3605 1.6970 1.3091
H -1.2057 3.3567 0.8624
H -4.5176 -2.1705 0.5965
C 4.1507 0.1370 -1.7837
O 3.0599 -0.2858 -1.2755
O 4.9557 0.8377 -0.8616
O 4.5699 0.0258 -2.9201
H 4.4038 0.7778 -0.0736

---

6.
19
Properties=species:S:1:pos:R:3 method="wB97M-V/def2-TZVPD" smiles="CNC(=O)C[C@@H](C)O" total_charge=0 orbital_gap_ev=10.411 lumo_ev=0.87 largest_force_ev_per_a=1.2
C 1.2080 2.1030 0.8950
N -0.0622 2.0917 0.1955
C -0.9462 1.0649 0.1111
O -2.0271 1.2245 -0.4286
C -0.5165 -0.2884 0.6239
C 0.1933 -1.0759 -0.5214
C -0.1864 -2.5318 -0.5178
O -0.0775 -0.5100 -1.7978
H 1.1462 1.4203 1.7383
H 1.4043 3.0941 1.2952
H 2.0308 1.7612 0.2643
H -0.2869 2.9117 -0.3420
H -1.3211 -0.8555 1.0790
H 0.2228 -0.1746 1.4153
H 1.2507 -0.8623 -0.4324
H -0.3700 -2.9893 0.4604
H -1.1696 -2.6530 -0.9135
H 0.5112 -3.1493 -1.0776
H -1.0038 -0.5814 -2.0471

---

7.
12
Properties=species:S:1:pos:R:3 method="wB97M-V/def2-TZVPD" total_charge=0 orbital_gap_ev=9.437 lumo_ev=0.32 largest_force_ev_per_a=2.7
C 0.5374 -1.6240 -2.3749
C -1.0259 0.7633 1.0397
N 1.0465 -0.5572 0.9935
N -1.1290 1.5351 -0.0496
O 0.0943 -2.5676 -1.9071
O 0.9231 -0.6553 -2.8447
Br -1.1241 2.0596 2.6071
H 1.8798 -1.1496 0.9460
H 0.7524 -0.3888 1.9927
H -0.9705 2.5692 -0.0539
H 0.3126 -1.0737 0.6030
H -1.2966 1.0891 -0.9518

---

8.
10
Properties=species:S:1:pos:R:3 method="wB97M-V/def2-TZVPD" total_charge=0 orbital_gap_ev=9.600 lumo_ev=0.43 largest_force_ev_per_a=3.5
O 2.3536 -1.0748 -0.0052
N 1.3545 -0.1447 -0.0265
C 0.2101 -0.7609 -0.0151
C -1.0909 -0.0198 -0.0194
Cl -2.4861 -1.0007 -0.0003
C -1.1985 1.2997 -0.0405
F -0.1568 2.1450 0.0107
H 3.0618 -0.4187 0.0686
H 0.1159 -1.8615 0.0065
H -2.1636 1.8365 0.0213